Version w
The following is a DFT calculation (the ωB97M-V functional and the def2-TZVPD basis) of a cluster of 2 separate species, C3H9NS in total.

Frontier orbital gap = 8.8 eV
Structure (SMILES) = C=N.CSC

CARTESIAN COORDINATES (ANGSTROEM)
S (0.694, 2.482, -2.928)
N (-0.543, -5.962, 4.281)
C (-1.295, -5.551, 3.329)
C (-0.890, 3.081, -2.117)
C (1.969, 3.230, -1.928)
H (2.850, 2.864, -2.471)
H (1.978, 4.282, -1.658)
H (1.920, 2.769, -0.931)
H (-1.246, -4.511, 2.983)
H (-2.318, -5.949, 3.246)
H (-1.318, 3.901, -2.676)
H (0.409, -6.254, 4.073)
H (-0.744, 3.482, -1.107)
H (-1.466, 2.136, -2.096)



Version x
The following is a DFT calculation (the ωB97M-V functional and the def2-TZVPD basis) of a cluster of 2 separate species, C3H9NS in total.

Frontier orbital gap = 9.4 eV
Structure (SMILES) = C=N.CSC

CARTESIAN COORDINATES (ANGSTROEM)
S (-0.855, 1.231, -3.207)
N (1.480, -3.254, 4.073)
C (-0.024, 2.167, -1.936)
C (2.635, -2.771, 3.809)
C (-2.501, 0.941, -2.308)
H (-3.260, 1.268, -3.000)
H (2.915, -1.761, 3.516)
H (-0.109, 1.783, -0.916)
H (-2.561, -0.122, -2.082)
H (-2.491, 1.526, -1.402)
H (1.039, 2.156, -2.187)
H (0.778, -2.906, 3.409)
H (-0.419, 3.191, -2.030)
H (3.373, -3.450, 4.259)



Version y
The following is a DFT calculation (the ωB97M-V functional and the def2-TZVPD basis) of a cluster of 2 separate species, C3H9NS in total.

Frontier orbital gap = 8.3 eV
Structure (SMILES) = C/C=C/N.S

CARTESIAN COORDINATES (ANGSTROEM)
S (-1.682, 2.068, 2.130)
N (-0.881, -1.205, 0.713)
C (0.752, -0.965, -1.054)
C (-0.142, -0.484, -0.201)
C (1.532, -0.098, -1.991)
H (-0.568, -2.092, 1.061)
H (-1.539, -0.733, 1.303)
H (-0.362, 0.577, -0.217)
H (2.591, -0.036, -1.731)
H (-2.587, 2.452, 3.042)
H (1.138, 0.918, -2.000)
H (0.943, -2.030, -1.063)
H (1.489, -0.465, -3.018)
H (-0.684, 2.094, 3.027)



Which is more stable than every other structure shown? version y is more stable than every other one.